Entry 1:
19
Properties=species:S:1:pos:R:3:forces:R:3:nbo_charge:R:1 method="wB97M-V/def2-TZVPD" homo_energy_ev=-7.89 gap_ha=0.3232 smiles="C[PH]#CN.C=CC" max_force_ha_per_bohr=0.1122 de_lowest_kcal_mol=85.85
P 2.7282 0.0408 0.2285 -0.3226 0.4471 0.7715 0.516
N 1.3523 2.3735 0.0847 1.2873 -0.9085 -0.5209 -0.747
C -2.0583 0.8397 -0.0845 2.1076 1.7810 0.1067 -0.650
C 1.9099 -1.5402 -0.2035 -2.6166 -1.7479 -0.0197 -0.958
C 1.6712 1.2486 -0.5479 -0.9287 0.6341 -0.4368 -0.204
C -1.5547 -0.5297 -0.4060 -0.2079 -0.5158 -1.8935 -0.184
C -2.0734 -1.5564 0.2472 3.0749 -3.4193 -3.4861 -0.403
H -1.0177 -0.7348 -1.3753 -0.1765 0.5738 1.2691 0.210
H 1.8171 2.7080 0.9071 0.2737 -0.2136 1.0652 0.346
H -1.8297 -2.6939 -0.0891 -0.7817 2.9343 1.1267 0.201
H -1.1775 1.6237 0.0946 -1.8184 -1.5926 -0.8254 0.215
H -2.5159 0.7815 0.9055 -0.5767 0.2211 -0.3334 0.206
H -2.6807 -1.3056 1.0033 -2.2602 0.0267 2.9899 0.178
H 0.9466 3.1607 -0.3791 -0.5562 -0.0341 -0.7435 0.380
H -2.7287 1.1796 -0.9183 0.5032 0.0074 1.0429 0.224
H 2.1853 0.2584 1.5429 0.4048 -0.4106 -0.0548 -0.065
H 2.3737 -2.4991 0.1160 0.3718 1.0012 0.2564 0.241
H 0.7998 -1.6683 0.1727 2.1497 0.6557 -0.6777 0.247
H 1.8527 -1.6865 -1.2989 0.0725 0.5600 0.3636 0.246

Entry 2:
19
Properties=species:S:1:pos:R:3:forces:R:3:nbo_charge:R:1 method="wB97M-V/def2-TZVPD" homo_energy_ev=-2.26 gap_ha=0.2088 smiles=CCCNCC[S-] max_force_ha_per_bohr=0.0559 de_lowest_kcal_mol=14.31 total_charge=-1
S -2.0089 3.2375 1.4615 -0.0255 -0.0485 -0.0449 -0.739
N -0.3694 -0.0975 1.3484 0.2375 -0.0696 0.3463 -0.639
C 1.0651 -2.0631 -1.5525 0.0367 0.8402 -0.5571 -0.599
C 0.9159 -0.8834 -0.6137 -0.5198 -0.8091 0.8690 -0.421
C -0.9461 2.1872 0.4027 -0.3915 0.3000 0.3411 -0.551
C -0.4241 -0.8960 0.0941 -1.2579 1.8908 1.1639 -0.220
C 0.0233 1.3190 1.2181 0.3099 -0.9933 -2.6773 -0.234
H -1.2206 -0.4360 -0.5149 0.3772 -0.1553 -0.6284 0.165
H 0.3128 -2.0540 -2.3274 -0.5568 -0.0568 -0.1799 0.195
H 0.9943 0.1036 -1.0409 0.3191 0.1115 -0.6617 0.211
H 1.9958 -1.9661 -2.1075 0.3451 -0.4847 0.1876 0.197
H 1.7026 -0.9662 0.1394 -0.0172 0.1325 0.1471 0.200
H -0.8833 -1.8328 0.3878 0.6356 -0.7358 -0.0774 0.180
H -1.2940 -0.0383 1.7591 -0.1853 -0.3567 0.0016 0.357
H 0.9855 1.3234 0.6900 0.1650 0.0134 0.2325 0.151
H 0.1893 1.7068 2.1728 0.0423 0.6945 1.5267 0.206
H -0.4064 2.7951 -0.3306 0.1448 0.0854 0.1239 0.170
H -1.5959 1.5457 -0.1973 0.0284 -0.1449 -0.0239 0.171
H 0.9640 -2.9852 -0.9891 0.3124 -0.2135 -0.0892 0.200

Entry 3:
19
Properties=species:S:1:pos:R:3:forces:R:3:nbo_charge:R:1 method="wB97M-V/def2-TZVPD" homo_energy_ev=-2.16 gap_ha=0.2063 smiles=CCN[C@@H](C)C[S-] max_force_ha_per_bohr=0.0775 de_lowest_kcal_mol=19.16 total_charge=-1
S 2.8898 -0.5166 -2.2820 0.5900 0.0616 0.1418 -0.756
N 0.0863 0.4725 0.4771 -1.0834 -0.0915 1.7278 -0.638
C 2.1334 0.4834 -0.9271 -1.4000 -1.4016 -1.4931 -0.511
C -1.5524 0.0018 2.4779 0.1829 1.1282 0.2025 -0.615
C 0.6453 -0.1636 -0.6841 3.7081 1.1062 -0.9582 -0.081
C -0.9506 -0.3498 1.1216 -0.7444 -0.6433 -1.0630 -0.210
C -0.1699 -0.1514 -1.9685 -0.5250 0.8695 0.0820 -0.647
H 2.6759 0.3328 -0.0045 0.0902 0.3035 0.2803 0.182
H 2.1776 1.5155 -1.3062 -0.4834 -0.0451 0.6400 0.179
H -0.7517 -0.1020 3.2092 -0.3408 -0.1328 0.4819 0.203
H -2.4625 -0.5829 2.7024 0.7769 -0.3545 -0.0584 0.203
H -1.0483 -0.7678 -1.8239 -0.5818 -0.0274 -0.0937 0.179
H 0.3489 -0.5205 -2.8626 0.2426 0.0994 0.6214 0.267
H -0.4753 0.9114 -2.1745 0.0398 -0.7945 0.1168 0.174
H -1.8039 -0.4537 0.4468 -0.2881 -0.1056 -0.3088 0.144
H -0.2681 1.4047 0.2692 0.0623 -0.2601 -0.0719 0.345
H -0.5451 -1.3780 1.1816 -0.0087 0.4688 0.1135 0.185
H 1.0228 -1.1681 -0.4386 -0.7823 0.0311 0.0865 0.204
H -1.9521 1.0326 2.5862 0.5451 -0.2119 -0.4474 0.192

Entry 4:
19
Properties=species:S:1:pos:R:3:forces:R:3:nbo_charge:R:1 method="wB97M-V/def2-TZVPD" homo_energy_ev=-2.28 gap_ha=0.2135 smiles=CCN[C@H](C)C[S-] max_force_ha_per_bohr=0.0376 de_lowest_kcal_mol=6.56 total_charge=-1
S 0.6494 -1.7713 3.2701 -0.0246 -0.1580 -0.0713 -0.723
N 0.4909 -0.0592 -0.4455 -0.5234 0.4561 -0.5274 -0.615
C 0.0648 -0.3346 0.9285 -0.5098 -0.7856 0.4103 -0.075
C -0.1770 0.4565 -2.7287 -0.2475 0.6203 -0.9545 -0.613
C -0.6804 0.2184 -1.3328 1.2935 -0.7187 1.2479 -0.232
C 1.2058 -0.9532 1.7394 -0.0826 0.5552 0.3070 -0.516
C -0.5785 0.8630 1.6126 0.4891 0.1588 -0.7072 -0.633
H 1.9041 -0.1607 2.0397 0.0861 -0.0554 -0.3424 0.179
H 0.7648 -0.0428 -2.9153 0.2558 -0.2971 0.1577 0.206
H 1.7188 -1.6370 1.0584 0.2001 -0.1538 0.1035 0.166
H -0.5969 0.6739 2.6781 -0.2051 -0.0235 0.1988 0.254
H -1.1833 1.0652 -0.8725 -0.3328 0.0072 -0.4170 0.194
H -0.8650 0.1007 -3.4963 -0.1960 -0.0403 0.0121 0.192
H -0.0037 1.7606 1.3915 0.3650 0.1852 0.1499 0.186
H 0.8472 -0.9416 -0.8006 0.3739 0.0486 0.1155 0.335
H -1.2998 -0.6883 -1.2794 -0.5047 0.3261 -0.1811 0.160
H -1.5636 1.0693 1.2049 -0.3885 -0.1303 0.2538 0.180
H -0.7048 -1.1296 0.9115 -0.0237 0.0413 -0.0173 0.155
H 0.0072 1.5105 -2.9634 -0.0247 -0.0360 0.2615 0.200

Entry 5:
19
Properties=species:S:1:pos:R:3:forces:R:3:nbo_charge:R:1 method="wB97M-V/def2-TZVPD" homo_energy_ev=-2.85 gap_ha=0.2327 max_force_ha_per_bohr=0.0853 de_lowest_kcal_mol=120.10 total_charge=-1
S -2.7966 1.8625 -0.8688 2.0916 -0.9560 0.6481 -0.745
N 0.8040 -0.4831 -0.0227 -1.0872 3.0924 0.0918 -0.666
C 3.1944 0.1574 0.4557 -2.1983 -0.5635 0.0745 -0.590
C -0.0623 0.3924 -0.5762 -1.9893 -3.0508 0.5307 0.315
C -2.6228 -1.8291 0.1476 0.5545 -0.5956 -2.3439 -0.871
C -1.1979 1.1599 0.1088 -1.5288 0.2090 -2.1920 -0.618
C 1.7721 0.7096 -0.2499 2.2628 -0.1382 3.7523 -0.285
H -0.7964 1.9888 0.5897 1.2186 1.9795 0.4128 0.225
H 1.4818 1.7505 0.2636 0.7546 -1.9745 -1.3625 0.183
H -2.1580 -2.0997 -0.8496 -0.5848 -0.0286 0.7617 0.204
H 2.0644 0.7134 -1.2448 0.2744 1.1332 -2.1650 0.185
H -2.3547 -2.6898 0.7991 -0.4406 1.0236 0.0174 0.198
H -0.1841 0.3133 -1.6914 0.5593 1.2206 0.3248 0.154
H 3.4296 -0.7111 -0.2078 0.5568 1.0071 0.5114 0.212
H -1.6383 0.7195 0.9638 -0.0125 -1.3469 0.7493 0.229
H -3.6918 -1.6572 -0.0914 0.5674 -0.3255 0.6235 0.219
H 3.9773 0.8683 0.7866 -0.2964 -0.0813 -1.2261 0.197
H -2.1368 -0.8638 0.2803 -0.3425 -0.5513 0.8946 0.242
H 2.9162 -0.3018 1.4074 -0.3596 -0.0531 -0.1034 0.211

Entry 6:
19
Properties=species:S:1:pos:R:3:forces:R:3:nbo_charge:R:1 method="wB97M-V/def2-TZVPD" homo_energy_ev=-13.87 gap_ha=0.2836 max_force_ha_per_bohr=0.1341 de_lowest_kcal_mol=93.31 total_charge=+1
S -2.1083 -0.2118 0.8631 2.5366 0.5500 0.4232 0.452
N 0.0124 0.5931 0.5199 -5.4080 2.8563 0.6234 -0.289
C 2.2944 0.1253 -0.0693 -1.3424 1.2076 1.2485 -0.606
C 0.6533 -1.6985 -0.1592 -1.8394 0.5721 -0.3672 -0.617
C -3.0678 0.2284 -0.5719 5.6434 -2.4721 -3.0925 -0.759
C 0.9821 -0.4096 0.6155 2.7473 -1.1523 -1.4773 -0.110
C 0.0413 1.8997 0.4882 2.5460 -1.5429 -0.1344 0.057
H -0.8601 2.5385 0.5102 0.4193 -0.7676 -0.0236 0.246
H -0.3151 -2.1570 0.0966 -0.0237 0.7024 -0.0052 0.239
H 2.1486 0.2826 -1.1340 -0.1829 0.4846 0.0292 0.227
H 2.8824 -0.7114 0.0028 2.0500 -1.7734 0.1585 0.237
H 2.7751 0.9599 0.4827 -0.3245 -0.4316 -0.5888 0.223
H 0.6048 -1.3575 -1.2057 0.1879 -0.9079 0.0973 0.216
H 1.2866 -2.5472 0.0472 0.9974 0.3439 -0.2203 0.254
H 1.1859 -0.7125 1.6313 -0.1632 0.5390 0.6446 0.249
H -3.1550 -0.6021 -1.3297 0.5698 0.6965 0.7450 0.242
H -2.4937 1.0410 -1.0160 -1.0422 0.5732 -0.1044 0.252
H -3.9650 0.3004 -0.1997 -5.0680 1.7379 1.9263 0.246
H 1.0981 2.4387 0.4280 -2.3032 -1.2157 0.1178 0.242

Entry 7:
20
Properties=species:S:1:pos:R:3:forces:R:3:nbo_charge:R:1 method="wB97M-V/def2-TZVPD" homo_energy_ev=-12.84 gap_ha=0.3485 smiles=C[C@H]([NH3+])C1SCCS1 max_force_ha_per_bohr=0.0132 de_lowest_kcal_mol=0.00 total_charge=+1
S 1.3368 -1.4468 0.6204 0.0151 0.4259 0.2073 0.180
S 1.4415 1.5360 0.5143 -0.0486 -0.3931 0.0036 0.281
N -1.5096 -1.2370 0.0838 -0.0790 -0.2577 0.0854 -0.702
C -1.8848 1.1722 0.5027 -0.0007 -0.0967 -0.1440 -0.640
C 0.3792 0.1124 0.9091 0.4781 -0.2163 -0.3120 -0.507
C -0.8863 0.1291 0.0402 0.1527 0.6503 0.1087 -0.078
C 2.7604 -0.6904 -0.2316 0.0069 -0.1470 0.1258 -0.514
C 2.3395 0.6455 -0.7967 -0.2467 0.1858 0.1697 -0.538
H 1.6983 0.5412 -1.6728 0.1167 -0.0414 -0.0280 0.217
H -0.7197 -1.9141 -0.0355 -0.3421 0.1049 -0.1453 0.452
H 3.0794 -1.3858 -1.0058 0.0348 0.0058 -0.0304 0.254
H -0.5998 0.3136 -0.9994 -0.0268 -0.2056 0.0986 0.231
H -2.7506 1.2038 -0.1531 -0.1431 0.0403 -0.0372 0.234
H 3.2048 1.2530 -1.0552 -0.0005 0.0317 -0.0495 0.266
H 3.5494 -0.5783 0.5119 -0.0200 0.0091 -0.1163 0.244
H -2.2198 -1.3615 -0.6448 0.1580 -0.0496 0.1776 0.446
H -1.4186 2.1537 0.4878 0.0491 0.0185 -0.0428 0.266
H -2.2130 0.9756 1.5204 -0.0730 -0.0466 0.1644 0.220
H 0.1271 0.1704 1.9685 -0.0476 0.0073 0.0081 0.255
H -1.9434 -1.4004 1.0009 0.0167 -0.0255 -0.2438 0.435

Entry 8:
20
Properties=species:S:1:pos:R:3:forces:R:3:lowdin_spin:R:1 method="wB97M-V/def2-TZVPD" homo_energy_ev="-9.10 / -13.54" s2=2.0057 gap_ha="0.2267 / 0.2105" max_force_ha_per_bohr=0.1134 de_lowest_kcal_mol=29.60 multiplicity=3 total_charge=+1
S -1.9572 0.4936 -0.2465 -0.6670 0.1689 1.5785 0.791
S -0.0046 2.3334 -0.9373 0.4357 0.8415 -0.3918 0.170
N 0.4019 -0.5577 -0.9748 -0.4235 -1.7374 -5.5500 0.275
C 1.9160 0.9051 1.4887 -0.6560 -1.6139 2.8316 0.007
C -0.7144 -1.4817 -1.3689 0.6063 -0.8452 1.0698 0.038
C -0.2905 0.8813 -0.0136 -1.0481 2.1853 1.6787 0.460
C -1.7898 -1.3271 -0.2368 0.8256 -0.0661 -0.1410 0.127
C 0.3843 0.7874 1.3585 -2.2548 1.6587 1.2263 0.045
H -1.1253 -1.1882 -2.3524 0.1812 -0.0746 0.5816 0.002
H -2.7478 -1.8390 -0.4729 0.6794 0.4403 0.4242 -0.001
H -0.9047 2.0232 -1.8799 0.0974 0.1669 -0.3940 0.010
H -1.3976 -1.4896 0.8509 -0.6955 -0.2351 -1.9737 0.022
H 2.3523 -0.1558 1.6425 -0.3511 1.7897 -1.0106 0.001
H 0.0898 -0.1667 1.7673 -0.2954 -0.3171 0.3692 0.002
H 2.2374 1.4883 0.6813 1.3830 0.5620 -1.0502 0.002
H -0.2092 1.6015 1.9597 1.4470 -1.4113 -0.5488 0.016
H 0.8277 -0.1799 -1.8611 -0.2366 -0.3959 1.5258 0.010
H 1.0688 -1.0019 -0.4444 2.0063 -1.3048 1.3981 0.010
H -0.3149 -2.5188 -1.4548 -0.5567 0.5690 0.0287 0.014
H 2.1779 1.3925 2.4944 -0.4773 -0.3808 -1.6524 0.001

Entry 9:
18
Properties=species:S:1:pos:R:3:forces:R:3:nbo_charge:R:1 method="wB97M-V/def2-TZVPD" homo_energy_ev=-9.75 gap_ha=0.4008 smiles=CCCCOC max_force_ha_per_bohr=0.0059 de_lowest_kcal_mol=17.41
O -0.3841 1.6254 -1.2559 -0.0507 0.0700 -0.0158 -0.539
C 0.4622 -1.3427 2.5256 -0.0148 -0.0099 0.0545 -0.602
C -0.5058 0.2710 -0.8823 0.0140 -0.2652 0.1252 -0.054
C 0.2330 -1.2027 1.0239 0.0321 -0.0433 -0.0370 -0.390
C -0.3870 0.1391 0.6338 0.0147 0.0006 -0.0381 -0.419
C 0.0312 1.7615 -2.5907 0.0472 0.1050 -0.2806 -0.246
H 0.3068 -0.3096 -1.3530 -0.1074 0.0925 0.0639 0.155
H 1.1028 -0.5319 2.8899 -0.0859 -0.0971 -0.0196 0.203
H 1.0385 1.3381 -2.7311 -0.1348 0.0644 -0.0011 0.162
H 0.0586 2.8294 -2.8274 -0.0259 -0.2014 0.0451 0.193
H 0.2561 0.9561 0.9827 -0.0561 -0.1113 -0.0363 0.211
H -0.6513 1.2541 -3.2917 0.0596 0.1142 0.1295 0.163
H -0.4008 -2.0216 0.6589 0.0562 0.0694 0.0700 0.194
H -1.3618 0.2707 1.1223 0.1605 -0.0165 -0.1023 0.201
H 0.9520 -2.2909 2.7733 -0.1002 0.1381 -0.0468 0.209
H -0.4828 -1.2956 3.0792 0.1335 -0.0035 -0.0800 0.202
H -1.4601 -0.1455 -1.2536 0.2079 0.0840 0.0536 0.164
H 1.1927 -1.3049 0.4962 -0.1497 0.0101 0.1159 0.193

Entry 10:
18
Properties=species:S:1:pos:R:3:forces:R:3:nbo_charge:R:1 method="wB97M-V/def2-TZVPD" homo_energy_ev=-8.74 gap_ha=0.3466 smiles="C=C(C)CC.O" max_force_ha_per_bohr=0.0895 de_lowest_kcal_mol=64.35
O -1.2259 0.5528 -2.6232 -0.0202 1.0505 -0.1490 -0.938
C -1.7361 0.0027 1.1700 0.3176 -0.8946 -0.5433 -0.640
C 0.8517 -0.3241 0.6052 -0.4645 -0.6491 -1.2811 0.051
C 2.1571 0.3217 0.1647 -0.5640 3.9152 2.3551 -0.636
C 0.7629 -1.6977 0.5140 1.7201 3.0620 1.8612 -0.434
C -0.3556 0.7068 0.8029 -0.0157 -1.4079 3.1510 -0.437
H 1.9004 1.0188 -0.7378 0.5875 -1.0282 1.7079 0.210
H 2.5934 1.0015 1.0909 -1.1027 -1.1443 -2.4110 0.198
H -1.9094 1.2194 -2.8584 0.7729 -0.6462 0.2272 0.471
H -2.5640 0.4835 0.5798 0.3905 0.1984 1.6450 0.225
H 2.9874 -0.2665 -0.1058 0.5313 -1.2789 -0.3851 0.221
H -0.3866 1.0552 -2.5696 -0.7655 -0.4101 -0.0861 0.469
H -1.8666 -0.3817 2.2609 -0.0427 1.7568 -1.6406 0.223
H -0.1400 -2.1757 0.4622 -2.3000 -1.0812 0.2963 0.185
H -0.1738 1.4609 1.7067 0.3315 -1.7421 -1.6920 0.212
H -0.4726 1.3774 -0.0063 -0.1274 0.3590 -1.2006 0.209
H -1.8262 -0.9693 0.6931 0.6014 -0.3096 -0.4682 0.209
H 1.5848 -2.3021 0.9294 0.1498 0.2503 -1.3869 0.203

Entry 11:
18
Properties=species:S:1:pos:R:3:forces:R:3:nbo_charge:R:1 method="wB97M-V/def2-TZVPD" homo_energy_ev="-7.52 / -7.45" gap_ha="0.3073 / 0.3017" max_force_ha_per_bohr=0.0176 de_lowest_kcal_mol=97.21
O 0.1069 1.2464 -2.3197 -0.1753 0.7373 -0.3857 -0.353
C -0.1974 0.6220 0.6179 -0.2040 0.0575 0.1313 -0.618
C -1.0497 0.6393 -2.3522 -0.4429 -0.4307 -0.3771 -0.186
C 0.2080 -1.1336 2.3782 0.0118 -0.0506 0.1056 -0.602
C -0.1835 -0.8672 0.9305 -0.0447 -0.0681 0.0170 -0.396
C 1.2163 0.7651 -1.8693 0.7616 -0.4820 0.0471 -0.117
H -1.0770 -0.4362 -2.2093 -0.0328 0.1342 0.0087 0.159
H -0.4672 -0.5966 3.0545 0.0986 -0.1100 -0.0513 0.201
H 0.5089 -1.3982 0.2589 -0.1238 0.1346 0.1216 0.185
H -0.8542 1.1614 1.3049 0.0216 -0.1096 0.1818 0.201
H -1.1785 -1.2825 0.7242 0.1112 0.0064 0.0840 0.193
H -0.6465 0.7940 -0.3719 0.2889 0.0599 0.5222 0.214
H 0.8032 1.0550 0.7165 -0.2230 -0.0246 -0.0877 0.202
H 0.1655 -2.1983 2.6272 0.0282 0.1175 -0.0078 0.206
H -1.8679 1.2169 -2.7471 0.1090 -0.0212 -0.0698 0.181
H 1.2258 -0.7761 2.5767 -0.1473 -0.0639 -0.0174 0.200
H 1.2540 -0.2721 -1.5539 0.0489 0.1531 -0.0852 0.154
H 2.0333 1.4606 -1.7661 -0.0863 -0.0397 -0.1372 0.177

Entry 12:
18
Properties=species:S:1:pos:R:3:forces:R:3:nbo_charge:R:1 method="wB97M-V/def2-TZVPD" homo_energy_ev=-9.54 gap_ha=0.3927 max_force_ha_per_bohr=0.0721 de_lowest_kcal_mol=101.32
O -0.6302 0.0807 0.1095 -0.0666 0.0513 -0.1724 -0.537
C 1.6592 0.1327 -0.7669 -0.3261 1.2397 -1.7435 -0.575
C 0.3513 -0.5414 -0.6699 -0.1668 -1.5093 -0.3673 0.000
C -1.5749 0.6258 2.2076 -0.0016 -0.0049 0.0037 -0.619
C -0.2818 0.3861 1.4500 0.0433 0.0138 0.1143 -0.058
C -0.1396 -0.7973 -2.0405 0.2023 2.6570 -1.9553 -0.485
H 2.0364 0.6492 0.1365 -0.2755 -0.0365 -0.7731 0.221
H 1.2021 0.8740 -1.9600 1.9087 -0.6651 3.1111 0.129
H 0.3225 -1.6735 -0.5912 0.7885 0.3654 1.7872 0.212
H 2.4337 -0.4993 -1.2081 -0.1099 0.0689 0.1443 0.215
H -2.1970 -0.2741 2.1920 0.0856 0.1177 0.0100 0.211
H -2.1382 1.4391 1.7400 0.0792 -0.1028 0.0671 0.215
H -1.3730 0.8954 3.2495 0.0017 -0.0351 -0.1544 0.210
H 0.2897 -0.4413 1.8978 -0.0993 0.0660 -0.0810 0.165
H 0.3502 0.4828 -2.6138 -2.1900 -2.7374 0.4034 0.095
H 0.5275 -1.4735 -2.5860 -0.2370 0.0728 0.1460 0.207
H -1.1896 -1.1510 -2.0316 0.4627 0.5921 -0.5285 0.230
H 0.3518 1.2856 1.4850 -0.0991 -0.1536 -0.0115 0.164